{
  "formula": "C4H4BrN3",
  "method": "wB97M-V/def2-TZVPD",
  "elements": ["C", "C", "H", "H", "N", "H", "H", "N", "Br", "N", "C", "C"],
  "coordinates": [[0.16, 0.62, 0.93], [0.76, 0.63, -1.32], [-2.56, -0.80, 0.71], [1.20, 0.41, -2.20], [-1.15, -1.92, -0.44], [1.16, -1.01, 0.04], [2.14, 0.51, 0.13], [-0.31, 1.35, -1.13], [-0.12, 0.21, 2.67], [-0.61, 1.38, 0.24], [1.19, 0.03, 0.08], [-1.85, -1.39, 0.30]],
  "de_lowest_kcal_mol": 16.7,
  "homo_lumo_gap_ha": 0.3787,
  "smiles": "BrC1=NN=CC1.C#N",
  "max_force_ev_per_a": 6.46
}